Formula: C44H57ClF6N2O21
Source: OMol25
Level of theory: the ωB97M-V functional and the def2-TZVPD basis

```
! RIJCOSX wB97M-V def2-TZVPD def2/J DEFGRID3
* xyz 0 1
C -4.42947 5.35646 1.98008
C -3.68434 4.18200 1.13109
C -2.50471 3.59360 2.07308
C -1.38961 2.78578 1.20653
O -0.19572 3.60407 1.14263
C 0.77157 3.08419 0.24449
C 0.44177 3.05232 -1.25878
C 1.39452 2.52107 -2.36746
C 2.78885 2.02194 -1.94939
C 3.77201 1.52723 -3.09712
C 3.70941 -0.04410 -3.42148
C 2.33093 -0.75560 -2.95839
Cl 2.49015 -2.55403 -3.40006
C 3.15580 2.07461 -0.42010
C 4.63301 1.58971 -0.04646
C 4.85630 0.00802 -0.15067
N 4.80043 -0.72348 1.14811
C 5.88277 -0.32274 2.09370
C 5.58918 -1.05489 3.52432
C 5.09342 -2.15041 0.77265
C 4.03625 -3.34312 1.00712
O 6.17955 -2.49305 0.21628
C 2.19467 2.57360 0.68181
C 2.50713 2.62444 2.23765
F 3.73102 3.35429 2.55962
C 2.45042 1.18517 2.96632
C 0.91186 0.65949 3.03169
C 0.67016 2.63127 -3.77642
O 1.10181 2.69527 -4.94077
N -0.75835 2.70203 -3.35078
C -1.38304 1.33537 -3.30144
C -2.26765 1.06226 -1.99887
C -3.12040 -0.30718 -2.13359
O -2.60623 -1.36356 -1.25375
C -1.56077 -2.08900 -1.88299
C -1.76246 -3.01293 -3.19407
O -0.39287 -2.03967 -1.41393
C -0.83140 3.50545 -2.09647
O -1.68730 4.36495 -1.82460
H -3.95360 6.34007 1.62063
H -4.16689 5.19616 3.08607
H -5.55568 5.32969 1.80707
H -4.48167 3.40111 0.87442
H -3.28727 4.68070 0.18178
H -3.03504 2.87741 2.80735
H -2.05875 4.45779 2.66662
H -1.87267 2.56434 0.19985
H -1.24799 1.78739 1.75329
H 3.43467 2.06756 -4.06108
H 4.86348 1.86815 -2.94468
H 4.62335 -0.62062 -3.01566
H 3.75257 -0.16719 -4.56513
H 1.48849 -0.27467 -3.56862
H 2.15325 -0.64024 -1.84128
H 5.32649 2.06720 -0.83779
H 4.92971 2.06108 0.94546
H 5.79860 -0.17060 -0.76777
H 3.98224 -0.40160 -0.78735
H 5.92916 0.78908 2.32946
H 6.93344 -0.65012 1.79439
H 5.20931 -0.23074 4.24108
H 6.54806 -1.45396 4.00325
H 4.75167 -1.82097 3.46521
H 2.96945 -2.98718 1.14731
H 4.11513 -3.99547 0.05842
H 4.42422 -4.00156 1.86058
H 1.67092 3.24335 2.73807
H 2.78340 1.28042 4.06291
H 3.03794 0.37389 2.42479
H 0.52613 0.73008 1.94832
H 0.95090 -0.47002 3.26631
H 0.28212 1.24552 3.77566
H -0.50319 0.58530 -3.25491
H -2.00226 1.22589 -4.25524
H -3.03629 1.89542 -1.77940
H -1.60375 0.90959 -1.06670
H -4.19293 -0.10898 -1.77745
H -3.15912 -0.64813 -3.22611
H -2.85511 -2.96476 -3.51701
H -1.15086 -2.52919 -4.03934
H -1.40776 -4.08516 -3.00224
C -9.42383 3.37264 3.27783
C -8.30745 3.11583 2.31665
O -7.31271 4.03482 2.72116
C -7.50706 4.21147 4.05973
O -6.70425 4.70254 4.79534
O -8.72754 3.75134 4.45681
F -8.67918 3.41517 1.04889
H -10.07343 4.19293 2.95986
H -10.03671 2.48698 3.45089
H -7.90615 2.09900 2.35494
C 2.76903 -5.34595 5.16915
C 1.61433 -4.60965 5.76776
O 1.82250 -3.28029 5.33622
C 2.48120 -3.38324 4.14784
O 2.58897 -2.48812 3.36004
O 2.99539 -4.63136 3.96277
F 1.66706 -4.63740 7.12028
H 3.66719 -5.30025 5.79129
H 2.53523 -6.39205 4.96708
H 0.63399 -4.95740 5.42862
C -7.22487 -0.82733 -1.68816
C -6.83714 -0.39939 -0.30814
O -8.04427 0.10559 0.22443
C -9.03641 -0.58682 -0.40514
O -10.16874 -0.62689 -0.02874
O -8.57446 -1.23348 -1.51233
F -5.92896 0.60650 -0.34708
H -7.18342 -0.00734 -2.41090
H -6.61176 -1.65122 -2.05672
H -6.46568 -1.20919 0.32659
C 5.02583 1.04359 -8.61946
C 3.77359 1.12444 -7.80606
O 4.19636 0.71844 -6.51854
C 5.50890 1.08139 -6.44028
O 6.12675 1.14617 -5.41920
O 6.02770 1.36801 -7.66660
F 2.84648 0.24367 -8.25222
H 5.20909 0.03964 -9.01253
H 5.03002 1.75134 -9.44948
H 3.33690 2.12575 -7.75053
C -0.49049 -6.15508 1.62989
C 0.99972 -6.18135 1.50783
O 1.41266 -6.80341 2.71084
C 0.38555 -7.63064 3.05881
O 0.47728 -8.51109 3.86163
O -0.75504 -7.33545 2.37488
F 1.50492 -4.92809 1.47554
H -0.85254 -5.28550 2.18588
H -0.98853 -6.18322 0.65992
H 1.37146 -6.75294 0.65261
*
```

The orbital gap is 0.295 hartree. As for the total energy: -121348.49400 eV. The calculation puts the LUMO energy at -0.0276 Ha. Its SMILES is CCCCOc1c2c(c(CCCCl)c(CCN(CC)C(C)=O)c1[C@H](F)CC)C(=O)N(CCCOC(C)=O)C2=O.O=C1OC[C@@H](F)O1.O=C1OC[C@@H](F)O1.O=C1OC[C@@H](F)O1.O=C1OC[C@@H](F)O1.O=C1OC[C@@H](F)O1.

Results of the Mulliken charge analysis, in e, for atoms 1 through 99: number 1, C, carries -0.948; number 2, C, carries 0.389; number 3, C, carries -1.243; number 4, C, carries 1.142; number 5, O, carries -0.588; number 6, C, carries 0.067; number 7, C, carries 0.618; number 8, C, carries 0.193; number 9, C, carries 0.513; number 10, C, carries -0.847; number 11, C, carries -0.679; number 12, C, carries -0.164; number 13, Cl, carries -0.232; number 14, C, carries 0.820; number 15, C, carries -1.402; number 16, C, carries -0.392; number 17, N, carries 0.474; number 18, C, carries -0.652; number 19, C, carries -0.571; number 20, C, carries 0.317; number 21, C, carries -0.553; number 22, O, carries -0.603; number 23, C, carries -0.110; number 24, C, carries -0.021; number 25, F, carries -0.416; number 26, C, carries 0.452; number 27, C, carries -0.241; number 28, C, carries 0.051; number 29, O, carries -0.579; number 30, N, carries 0.094; number 31, C, carries 0.200; number 32, C, carries 0.127; number 33, C, carries -0.047; number 34, O, carries -0.259; number 35, C, carries 0.469; number 36, C, carries -0.862; number 37, O, carries -0.364; number 38, C, carries -0.340; number 39, O, carries -0.517; number 40, H, carries 0.313; number 41, H, carries 0.278; number 42, H, carries 0.169; number 43, H, carries -0.072; number 44, H, carries 0.119; number 45, H, carries 0.262; number 46, H, carries 0.350; number 47, H, carries -0.601; number 48, H, carries 0.037; number 49, H, carries 0.349; number 50, H, carries 0.393; number 51, H, carries 0.243; number 52, H, carries 0.479; number 53, H, carries 0.197; number 54, H, carries 0.263; number 55, H, carries 0.371; number 56, H, carries 0.614; number 57, H, carries 0.481; number 58, H, carries -0.410; number 59, H, carries 0.248; number 60, H, carries 0.544; number 61, H, carries 0.265; number 62, H, carries 0.287; number 63, H, carries -0.121; number 64, H, carries 0.066; number 65, H, carries 0.427; number 66, H, carries 0.116; number 67, H, carries 0.316; number 68, H, carries 0.446; number 69, H, carries -0.694; number 70, H, carries -0.363; number 71, H, carries 0.093; number 72, H, carries 0.355; number 73, H, carries -0.299; number 74, H, carries 0.220; number 75, H, carries 0.353; number 76, H, carries -0.121; number 77, H, carries -0.370; number 78, H, carries 0.400; number 79, H, carries 0.317; number 80, H, carries 0.224; number 81, H, carries 0.310; number 82, C, carries -0.488; number 83, C, carries 0.373; number 84, O, carries -0.223; number 85, C, carries 0.562; number 86, O, carries -0.491; number 87, O, carries -0.329; number 88, F, carries -0.303; number 89, H, carries 0.290; number 90, H, carries 0.288; number 91, H, carries 0.280; number 92, C, carries -0.585; number 93, C, carries 0.462; number 94, O, carries -0.359; number 95, C, carries 0.428; number 96, O, carries -0.137; number 97, O, carries -0.320; number 98, F, carries -0.315; number 99, H, carries 0.325

Formula: C15H31ClMnP2
Source: OMol25
Level of theory: the ωB97M-V functional and the def2-TZVPD basis

```
! RIJCOSX wB97M-V def2-TZVPD def2/J DEFGRID3
* xyz 2 4
P -3.62452 -4.60270 -0.05639
P -0.87022 -4.95145 2.63821
C -3.08171 -6.10352 0.90985
C -2.46764 -5.90165 2.33836
H -2.43430 -6.74379 0.28720
H -4.01926 -6.68773 0.98293
H -3.25297 -5.55534 3.02132
H -2.25642 -6.91816 2.70629
C 0.27425 -6.12853 1.88687
H 1.26817 -5.68590 1.84152
H -0.01164 -6.41401 0.87210
H 0.26285 -7.04376 2.47279
C -0.52426 -5.08708 4.39684
H -0.31884 -6.13547 4.64011
H -1.38429 -4.73357 4.97774
H 0.35196 -4.46279 4.61034
C -4.34095 -5.12389 -1.59734
H -4.56623 -4.22338 -2.17263
H -5.25928 -5.67525 -1.38462
H -3.64591 -5.75247 -2.15860
C -5.01386 -4.06206 0.96677
H -4.76068 -3.97124 2.03334
H -5.79875 -4.80919 0.84505
H -5.31253 -3.07858 0.59380
Mn 0.06584 0.73605 1.40860
C -0.31390 -3.29941 2.19104
C 0.26108 -3.71846 0.88280
C -0.56104 -4.21699 -0.18213
C -1.08498 -3.28351 -1.30593
C -2.48324 -2.85318 -0.97970
C -3.01559 -2.21160 0.14708
C -2.58410 -2.60346 1.51346
C -1.30153 -2.07385 2.17826
C -0.87445 1.20079 -0.34307
H 0.50252 -2.99423 2.85950
H 1.35418 -3.70296 0.78182
H -1.46896 -4.65065 0.29096
H -0.00767 -5.04542 -0.63945
H -0.42739 -2.41609 -1.43498
H -1.06339 -3.83803 -2.26912
H -3.03919 -2.68835 -1.89763
H -3.74508 -1.39922 0.01623
H -2.48198 -3.70591 1.54044
H -3.43248 -2.37879 2.14952
H -0.84015 -1.14987 1.65679
H -1.54764 -1.74558 3.22596
H -0.73698 2.25205 0.00838
H -1.91980 0.82725 -0.30042
H -0.30240 0.92800 -1.24507
Cl 1.94831 -0.31193 0.73224
*
```

The orbital gap (alpha / beta) is 0.176 / 0.155 hartree. As for the total energy: -78454.43994 eV. The calculation puts the LUMO energy (alpha / beta) at -0.3096 / -0.3096 Ha.

Charge distribution, natural (NBO) scheme, values in e: number 1, P, carries 1.274; number 2, P, carries 1.564; number 3, C, carries -0.759; number 4, C, carries -0.719; number 5, H, carries 0.256; number 6, H, carries 0.275; number 7, H, carries 0.263; number 8, H, carries 0.296; number 9, C, carries -0.976; number 10, H, carries 0.275; number 11, H, carries 0.259; number 12, H, carries 0.277; number 13, C, carries -0.967; number 14, H, carries 0.280; number 15, H, carries 0.276; number 16, H, carries 0.277; number 17, C, carries -0.996; number 18, H, carries 0.270; number 19, H, carries 0.266; number 20, H, carries 0.277; number 21, C, carries -0.987; number 22, H, carries 0.254; number 23, H, carries 0.274; number 24, H, carries 0.269; number 25, Mn, carries 1.007; number 26, C, carries -0.627; number 27, C, carries 0.035; number 28, C, carries -0.566; number 29, C, carries -0.432; number 30, C, carries -0.161; number 31, C, carries -0.169; number 32, C, carries -0.539; number 33, C, carries -0.356; number 34, C, carries -0.928; number 35, H, carries 0.306; number 36, H, carries 0.256; number 37, H, carries 0.217; number 38, H, carries 0.263; number 39, H, carries 0.290; number 40, H, carries 0.252; number 41, H, carries 0.245; number 42, H, carries 0.260; number 43, H, carries 0.201; number 44, H, carries 0.251; number 45, H, carries 0.207; number 46, H, carries 0.246; number 47, H, carries 0.193; number 48, H, carries 0.190; number 49, H, carries 0.241; number 50, Cl, carries -0.659

Formula: C5H17N2O
Source: OMol25
Level of theory: the ωB97M-V functional and the def2-TZVPD basis

```
! RIJCOSX wB97M-V def2-TZVPD def2/J DEFGRID3
* xyz 1 1
N -0.98636 0.87103 1.35866
C -0.58396 1.27282 -0.09680
C -0.30624 -0.04114 -0.85010
N 0.81074 -0.68248 -0.18520
C 1.95132 -0.90304 -1.10955
C 2.59116 0.38461 -1.66885
C 0.43569 -2.01844 0.38180
H -1.83248 1.35384 1.69233
H -1.17741 -0.12350 1.39059
H -0.13465 0.98738 1.90246
H -1.45788 1.84211 -0.41535
H 0.28623 1.88633 0.12055
H -0.21471 0.14378 -1.92388
H -1.27253 -0.52868 -0.74343
H 1.60160 -1.39738 -2.02509
H 2.68471 -1.57733 -0.67758
H 3.59516 0.11867 -1.98319
H 1.93737 0.73525 -2.46558
H 2.70665 1.24248 -0.99841
H 0.27245 -1.89536 1.45600
H 1.28893 -2.69138 0.36418
H -0.33950 -2.57979 -0.13370
H -4.21349 0.81314 1.59059
H -4.07996 1.69661 2.79181
O -3.56284 1.09048 2.22774
*
```

The orbital gap is 0.358 hartree. As for the total energy: -10481.46637 eV. The calculation puts the LUMO energy at -0.1092 Ha. The energy above the lowest of the compared OMol25 structures with the same formula, charge and spin comes out at 33.9 kcal per mole.

Charge distribution, natural (NBO) scheme, values in e: number 1, N, carries -0.703; number 2, C, carries -0.190; number 3, C, carries -0.251; number 4, N, carries -0.478; number 5, C, carries -0.211; number 6, C, carries -0.628; number 7, C, carries -0.440; number 8, H, carries 0.473; number 9, H, carries 0.428; number 10, H, carries 0.442; number 11, H, carries 0.217; number 12, H, carries 0.223; number 13, H, carries 0.235; number 14, H, carries 0.196; number 15, H, carries 0.175; number 16, H, carries 0.212; number 17, H, carries 0.240; number 18, H, carries 0.202; number 19, H, carries 0.209; number 20, H, carries 0.190; number 21, H, carries 0.228; number 22, H, carries 0.203; number 23, H, carries 0.493; number 24, H, carries 0.505; number 25, O, carries -0.968